[1]
Below is an isolated molecule of C4H7N3O3 in a non-equilibrium geometry, with properties calculated with the ωB97M-V functional and the def2-TZVPD basis.

Computed properties:
ΔE to the lowest compared entry with this formula, charge and spin, kcal/mol: 137.7
SMILES: C[C@H](O)c1c(N)no[n+]1[O-]
Largest force on an atom, eV Å⁻¹: 5.23
HOMO energy (alpha / beta), eV: -8.881 / -8.880

Geometry (Å):
C: 0.77 0.63 -0.85
C: 0.06 0.78 0.46
O: 0.70 -0.12 1.45
C: -1.56 0.24 0.19
C: -2.02 -1.09 0.00
N: -1.19 -2.09 -0.35
N: -3.33 -1.08 -0.20
O: -3.75 0.24 0.05
N: -2.58 1.03 0.33
O: -2.68 2.20 0.40
H: 1.25 -0.31 -1.09
H: 1.53 1.46 -0.99
H: 0.03 0.78 -1.62
H: 0.01 1.81 0.87
H: 0.40 0.28 2.30
H: -0.27 -1.96 -0.16
H: -1.64 -3.07 -0.41

Here are the Löwdin charges for atoms 1 to 6, given in e: number 1, C, carries -0.0641; number 2, C, carries -0.2516; number 3, O, carries -0.0691; number 4, C, carries -0.0545; number 5, C, carries -0.3684; number 6, N, carries 0.1566

---

[2]
Below is an isolated molecule of C4H7N3O3 in a non-equilibrium geometry, with properties calculated with the ωB97M-V functional and the def2-TZVPD basis.

Computed properties:
ΔE to the lowest compared entry with this formula, charge and spin, kcal/mol: 155.6
Largest force on an atom, eV Å⁻¹: 4.33
HOMO energy (alpha / beta), eV: -8.592 / -8.593

Geometry (Å):
C: -0.07 -1.15 -0.03
C: -1.54 -1.01 0.23
C: -1.88 0.50 0.05
C: -0.53 1.16 -0.34
N: 0.38 0.13 0.10
N: 2.68 -0.41 -0.08
N: 1.80 0.50 -0.02
O: 3.85 -0.16 -0.01
O: 1.93 1.71 0.22
O: 0.69 -2.12 -0.03
H: -2.10 -1.62 -0.42
H: -1.62 -1.30 1.40
H: -2.50 0.86 -0.77
H: -2.31 0.75 1.09
H: -0.54 1.42 -1.38
H: -0.41 2.03 0.27
H: 2.19 -1.28 -0.29

Here are the Löwdin charges for atoms 1 to 6, given in e: number 1, C, carries -0.4052; number 2, C, carries -0.0761; number 3, C, carries -0.1332; number 4, C, carries -0.1246; number 5, N, carries 0.0506; number 6, N, carries -0.1005

---

[3]
Below is an isolated molecule of C4H7N3O3 in a non-equilibrium geometry, with properties calculated with the ωB97M-V functional and the def2-TZVPD basis.

Computed properties:
ΔE to the lowest compared entry with this formula, charge and spin, kcal/mol: 56.3
SMILES: CN(C)C(=O)/N=N\C(=O)O
Largest force on an atom, eV Å⁻¹: 3.74
HOMO energy, eV: -9.666

Geometry (Å):
C: -0.71 -1.80 0.13
N: -0.11 -0.56 -0.36
C: -0.97 0.24 -1.20
C: 1.33 -0.57 -0.48
O: 2.08 -1.47 -0.25
N: 1.83 0.75 -0.81
N: 1.52 1.65 -0.06
C: 0.70 1.35 1.09
O: 1.21 0.72 2.01
O: -0.28 2.25 1.22
H: 0.08 -2.41 0.58
H: -1.14 -2.36 -0.70
H: -1.48 -1.60 0.88
H: -1.62 0.87 -0.58
H: -0.40 0.90 -1.85
H: -1.62 -0.41 -1.80
H: -0.42 2.46 2.16

Here are the Löwdin charges for atoms 1 to 6, given in e: number 1, C, carries -0.0398; number 2, N, carries -0.1637; number 3, C, carries -0.0652; number 4, C, carries -0.4699; number 5, O, carries 0.1361; number 6, N, carries 0.1303

---

[4]
Below is an isolated molecule of C4H7N3O3S in a non-equilibrium geometry, with properties calculated with the ωB97M-V functional and the def2-TZVPD basis.

Computed properties:
ΔE to the lowest compared entry with this formula, charge and spin, kcal/mol: 72.8
Spin multiplicity: 3
Largest force on an atom, eV Å⁻¹: 5.21
HOMO energy (alpha / beta), eV: -5.553 / -9.287

Geometry (Å):
C: 1.57 -0.21 0.51
C: 2.30 -1.26 0.28
C: 1.90 1.21 -0.04
C: -2.08 -1.23 0.02
N: 0.74 1.80 -0.44
N: -0.33 0.98 -0.89
N: 2.64 -2.37 -0.06
O: 2.98 1.76 -0.12
O: -2.79 1.13 -0.43
O: -1.20 0.66 1.54
S: -1.38 0.46 0.13
H: 0.66 -0.08 1.10
H: -3.17 -0.92 -0.05
H: -1.60 -1.79 -0.89
H: -2.03 -1.97 0.89
H: 0.93 2.43 -1.20
H: 3.56 -2.70 0.13
H: -2.71 2.10 -0.49

Here are the Löwdin charges for atoms 1 to 6, given in e: number 1, C, carries 0.0157; number 2, C, carries -0.1744; number 3, C, carries -0.4625; number 4, C, carries -0.1248; number 5, N, carries -0.0147; number 6, N, carries -0.2223

---

[5]
Below is a structure of composition C4H7N3S in a non-equilibrium geometry, with properties calculated with the ωB97M-V functional and the def2-TZVPD basis.

Computed properties:
ΔE to the lowest compared entry with this formula, charge and spin, kcal/mol: 113.8
Largest force on an atom, eV Å⁻¹: 6.17
HOMO energy, eV: -8.322

Geometry (Å):
C: -1.68 0.77 -0.08
C: -0.46 1.54 -0.11
C: 0.78 0.87 0.03
C: 2.11 -1.08 -0.24
H: -3.57 -2.12 0.92
H: -2.73 1.21 -0.32
H: -0.35 2.59 -0.11
H: 1.73 1.39 0.35
H: -0.05 -1.04 0.02
H: 1.94 -2.12 -0.69
H: 3.45 0.28 0.23
N: -1.79 -0.50 0.03
N: 0.87 -0.46 0.09
N: 3.31 -0.68 -0.01
S: -3.54 -0.63 -0.10

Here are the Löwdin charges for atoms 1 to 6, given in e: number 1, C, carries -0.3911; number 2, C, carries -0.0657; number 3, C, carries -0.1307; number 4, C, carries -0.2592; number 5, H, carries 0.0408; number 6, H, carries 0.0431

---

[6]
Below is an isolated molecule of C4H7N3S in a non-equilibrium geometry, with properties calculated with the ωB97M-V functional and the def2-TZVPD basis.

Computed properties:
ΔE to the lowest compared entry with this formula, charge and spin, kcal/mol: 76.8
SMILES: [H]/N=C1/CN(S)C(C)=N1
Largest force on an atom, eV Å⁻¹: 3.80
HOMO energy, eV: -9.077

Geometry (Å):
H: -1.54 3.17 -1.02
N: -0.51 2.82 -1.09
C: -0.27 1.76 -0.48
C: 1.12 1.11 -0.41
N: 0.72 -0.36 -0.39
S: 1.66 -1.56 0.49
C: -0.57 -0.36 0.27
C: -1.19 -1.68 0.78
N: -1.22 0.82 0.12
H: 1.98 1.45 -1.18
H: 1.56 1.32 0.68
H: 2.54 -2.24 -0.60
H: -1.13 -2.61 0.08
H: -2.23 -1.63 0.96
H: -0.90 -2.01 1.79

Here are the Löwdin charges for atoms 1 to 6, given in e: number 1, H, carries 0.0964; number 2, N, carries 0.1176; number 3, C, carries -0.4754; number 4, C, carries -0.1464; number 5, N, carries -0.4332; number 6, S, carries 0.7175

---

[7]
Below is an isolated molecule of C4H7N3S in a non-equilibrium geometry, with properties calculated with the ωB97M-V functional and the def2-TZVPD basis.

Computed properties:
ΔE to the lowest compared entry with this formula, charge and spin, kcal/mol: 106.2
SMILES: [H]/N=C(/C=C)N(S)/C=N/[H]
Largest force on an atom, eV Å⁻¹: 5.29
HOMO energy, eV: -9.068

Geometry (Å):
H: -0.45 -1.98 1.26
N: 0.42 -1.55 0.93
C: 0.14 -0.64 -0.01
C: 1.39 -0.05 -0.55
C: 2.58 -0.39 -0.14
N: -1.10 -0.07 -0.35
S: -2.55 -0.95 -0.03
C: -1.36 1.31 -0.08
N: -0.55 2.01 0.66
H: -1.21 2.76 0.85
H: 1.16 0.99 -0.86
H: 3.33 0.28 -0.46
H: 2.67 -1.49 0.39
H: -2.08 -1.87 -1.18
H: -2.39 1.63 -0.43

Here are the Löwdin charges for atoms 1 to 6, given in e: number 1, H, carries 0.0152; number 2, N, carries 0.1217; number 3, C, carries -0.4565; number 4, C, carries -0.1803; number 5, C, carries 0.0074; number 6, N, carries -0.4822

---

[8]
Below is the ion C4H7N4 with charge +1 in a non-equilibrium geometry, with properties calculated with the ωB97M-V functional and the def2-TZVPD basis.

Computed properties:
ΔE to the lowest compared entry with this formula, charge and spin, kcal/mol: 106.2
Net charge: +1
Largest force on an atom, eV Å⁻¹: 4.14
HOMO energy (alpha / beta), eV: -12.708 / -12.707

Geometry (Å):
C: -0.37 0.10 1.03
C: -1.28 -1.07 0.35
C: 0.65 0.59 0.08
C: 0.26 1.45 -1.03
N: 2.96 -0.06 0.02
N: -0.36 -2.01 -0.06
N: 0.70 -2.21 -0.29
N: 1.86 0.13 0.14
H: -1.17 0.82 1.26
H: -0.10 -0.30 1.97
H: -1.98 -1.34 1.16
H: -1.72 -0.82 -0.63
H: -0.56 2.07 -0.89
H: -0.05 0.63 -1.83
H: 1.17 2.01 -1.28

Here are the Löwdin charges for atoms 1 to 6, given in e: number 1, C, carries -0.0693; number 2, C, carries -0.0874; number 3, C, carries -0.3861; number 4, C, carries -0.0134; number 5, N, carries 0.2913; number 6, N, carries 0.0501